Record 1
Density functional theory data (ωB97M-V/def2-TZVPD) for a single C25H47N3 molecule.

Properties
Structure (SMILES): CC[C@@H](C)[C@H](CN[C@H](CNC)C(C)C)NC[C@@H](C)c1ccc(CC(C)C)cc1
Energy relative to the best compared isomer or geometry (same formula, charge and spin) in eV: 0.140
Kohn-Sham gap in eV: 9.13
HOMO in eV: -8.39

Element x y z (Å)
C  5.52967  0.49910  -0.20598
C  4.45573  0.70221  0.85653
C  3.58852  -0.53859  1.10389
C  2.83678  -0.38020  2.42569
C  2.65454  -0.87255  -0.07999
C  1.44692  0.06813  -0.24532
N  1.83290  1.42096  -0.60817
C  0.75152  2.36021  -0.89394
C  -0.03096  2.62433  0.39789
N  0.87325  3.06206  1.44315
C  0.29197  2.97992  2.76299
C  -0.18354  1.94646  -2.05717
C  0.62691  1.56165  -3.29669
C  -1.14848  3.07247  -2.42433
N  2.22936  -2.25748  0.07636
C  1.73563  -2.93217  -1.11397
C  0.39616  -3.67033  -0.89675
C  0.56369  -4.82409  0.09033
C  -0.65952  -2.66949  -0.49795
C  -0.92883  -2.34539  0.82575
C  -1.82459  -1.33743  1.14208
C  -2.48927  -0.63112  0.15065
C  -3.46761  0.45663  0.48329
C  -4.92396  -0.01447  0.33183
C  -5.87736  1.16078  0.53052
C  -5.23907  -1.13035  1.32362
C  -2.24620  -0.97751  -1.17418
C  -1.34297  -1.97303  -1.49074
H  6.15985  -0.35183  0.04480
H  6.15914  1.38360  -0.27543
H  5.09328  0.32126  -1.18552
H  3.81317  1.53654  0.57515
H  4.95059  0.95940  1.79632
H  4.24961  -1.40770  1.19997
H  3.54737  -0.32941  3.24815
H  2.17635  -1.22444  2.60654
H  2.25095  0.53481  2.43372
H  3.25426  -0.83198  -0.99689
H  0.88890  0.10004  0.69226
H  0.78020  -0.38773  -0.99548
H  2.45815  1.38499  -1.40632
H  1.25175  3.29704  -1.17060
H  -0.59139  1.71422  0.67844
H  -0.75954  3.42378  0.23846
H  1.71622  2.49643  1.38774
H  1.03373  3.28287  3.49988
H  -0.07432  1.97211  3.02342
H  -0.55329  3.66817  2.81756
H  -0.76950  1.07848  -1.73651
H  1.28115  2.38074  -3.59120
H  1.23431  0.67628  -3.12193
H  -0.04125  1.34329  -4.12727
H  -1.73060  2.79300  -3.30055
H  -0.59943  3.98302  -2.65488
H  -1.84189  3.28387  -1.61559
H  1.52600  -2.29335  0.80462
H  1.60960  -2.22596  -1.94541
H  2.49091  -3.66804  -1.42180
H  0.10778  -4.09278  -1.86681
H  1.05780  -4.49896  1.00171
H  -0.40462  -5.25050  0.34431
H  1.17752  -5.60187  -0.35805
H  -0.45004  -2.88484  1.63006
H  -2.00443  -1.09518  2.18055
H  -3.30361  1.30518  -0.18615
H  -3.31035  0.79873  1.50863
H  -5.05430  -0.40544  -0.68356
H  -6.90932  0.83821  0.41178
H  -5.76199  1.57792  1.52898
H  -5.67889  1.94723  -0.19459
H  -4.57344  -1.97729  1.17281
H  -5.11999  -0.77452  2.34523
H  -6.26404  -1.47214  1.19798
H  -2.76673  -0.45486  -1.96487
H  -1.15684  -2.21309  -2.52906


Record 2
Density functional theory data (ωB97M-V/def2-TZVPD) for a molecular structure, C27H48CoN6SSi in a non-equilibrium geometry.

Properties
Spin multiplicity: 2
Energy relative to the best compared isomer or geometry (same formula, charge and spin) in eV: 2.966
Kohn-Sham gap (spin up / spin down) in eV: 3.99 / 4.55
HOMO (spin up / spin down) in eV: -4.43 / -4.44

Element x y z (Å)
Co  1.01172  0.52214  0.89119
C  4.26298  1.07048  0.35968
C  3.78470  2.16009  1.32921
N  2.46221  1.86326  1.87308
C  2.43258  1.63883  3.31181
C  1.09228  1.03982  3.73541
N  0.82757  -0.16825  2.96170
C  -0.33965  -0.89880  3.44235
C  -0.37844  -2.34438  2.95047
C  -0.77574  -2.53915  1.48416
N  0.16098  -2.01715  0.50191
C  1.34659  -2.82976  0.29941
C  2.60682  -2.25937  0.96941
N  2.79146  -0.87519  0.57019
C  4.09886  -0.33957  0.92827
H  5.30993  1.25309  0.11430
H  3.67744  1.14087  -0.55857
H  3.76853  3.11009  0.78631
H  4.50977  2.26014  2.14632
H  1.81363  2.62375  1.66395
H  2.59559  2.57029  3.87386
H  3.23837  0.94607  3.57838
H  0.28879  1.75286  3.54810
H  1.12401  0.82247  4.81568
H  1.63262  -0.77973  3.07709
H  -1.23977  -0.36483  3.12831
H  -0.32936  -0.92735  4.54687
H  -1.11746  -2.88092  3.55149
H  0.59035  -2.81697  3.13445
H  -1.73257  -2.04025  1.31060
H  -0.93868  -3.62154  1.33417
H  0.27597  -1.15105  -1.35431
H  1.56549  -2.88467  -0.77034
H  1.20378  -3.85572  0.66473
H  3.46609  -2.88761  0.67132
H  2.53786  -2.31667  2.05835
H  2.72063  -0.84545  -0.44672
H  4.90228  -0.99907  0.55573
H  4.18987  -0.31738  2.01767
C  -2.43572  5.57905  -2.85515
Si  -2.14312  4.51208  -1.29716
C  -1.82760  5.72803  0.14220
C  -3.73399  3.49062  -0.99911
C  -0.69537  3.33619  -1.67175
C  -0.22214  3.16765  -2.95713
C  0.78288  2.24176  -3.23219
C  1.26783  1.47715  -2.19320
N  0.85015  1.61195  -0.94150
C  -0.09786  2.53782  -0.67140
S  -0.53180  2.67506  0.97053
H  -3.23718  6.28884  -2.67595
H  -2.72440  4.98094  -3.71323
H  -1.55417  6.14999  -3.12951
H  -2.54020  6.54898  0.11825
H  -0.83084  6.15543  0.08617
H  -1.91633  5.23352  1.10359
H  -4.62571  4.11042  -1.06166
H  -3.72599  3.02902  -0.01536
H  -3.83269  2.69982  -1.73957
H  -0.63576  3.75760  -3.76038
H  1.16076  2.11418  -4.23308
H  2.03136  0.72656  -2.37358
C  -2.53306  -5.25751  -2.00623
N  -1.10643  -5.02230  -2.02930
C  -0.47750  -5.59487  -0.86716
C  -0.71710  -3.64636  -2.34133
C  -1.35401  -2.48559  -1.59693
C  -2.60728  -2.10329  -2.00813
C  -3.26865  -0.95333  -1.58283
C  -2.61965  -0.10083  -0.67615
C  -1.36907  -0.38614  -0.25731
C  -0.54532  -1.54470  -0.72331
H  -2.70934  -6.32780  -1.88628
H  -2.96672  -4.94921  -2.95654
H  -3.03963  -4.72492  -1.18661
H  -0.68321  -6.66649  -0.85520
H  -0.84452  -5.16739  0.07917
H  0.60078  -5.45779  -0.92995
H  -0.96884  -3.51791  -3.40209
H  0.37152  -3.60858  -2.26334
H  -3.11649  -2.72502  -2.73395
H  -4.25934  -0.71981  -1.94229
H  -3.12421  0.77861  -0.30477
H  -0.88212  0.21514  0.51465


Record 3
Density functional theory data (ωB97M-V/def2-TZVPD) for a molecular structure, C10H10BrISr in a non-equilibrium geometry.

Properties
Net charge: -2
Kohn-Sham gap in eV: 3.78
HOMO in eV: 0.39

Element x y z (Å)
C  -1.19370  -0.92786  -1.06975
C  -1.62533  -2.07414  -0.36549
C  -2.70985  -1.70030  0.47237
H  -1.23068  -3.08793  -0.48166
C  -2.92359  -0.28305  0.30120
C  -1.95284  0.18935  -0.62967
H  -1.84783  1.22169  -0.98033
H  -0.44761  -0.90646  -1.86777
H  -3.32745  -2.36577  1.08800
H  -3.74591  0.29777  0.73622
Sr  -1.11231  -0.62360  2.61597
Br  1.12101  -2.27614  2.57350
C  2.83838  1.47809  0.38499
C  1.81333  2.15478  -0.33770
C  1.32074  1.26508  -1.33707
H  1.39381  3.13254  -0.10313
C  2.04102  0.03788  -1.22274
C  2.97702  0.16052  -0.15268
H  3.62508  -0.62933  0.22341
H  3.45070  1.91186  1.16739
H  0.49577  1.45774  -2.02007
H  1.91690  -0.82835  -1.86321
I  -0.87669  2.39566  2.86824


Record 4
Density functional theory data (ωB97M-V/def2-TZVPD) for a single C5H8O2 molecule in a non-equilibrium geometry.

Properties
Structure (SMILES): C[C@@H]1COCC1=O
Energy relative to the best compared isomer or geometry (same formula, charge and spin) in eV: 1.673
Kohn-Sham gap in eV: 10.24
HOMO in eV: -9.40

Element x y z (Å)
C  -1.11517  1.23429  0.52705
C  -0.10308  0.49828  -0.41441
C  -0.26693  -1.05716  -0.58775
O  0.74299  -1.69615  0.23387
C  1.91624  -0.88258  0.36273
C  1.39184  0.48383  -0.03773
O  2.04502  1.45999  -0.28927
H  -1.16131  2.39345  0.45896
H  -0.98748  1.08432  1.63568
H  -2.05377  0.70539  0.12909
H  -0.09806  1.05407  -1.27786
H  -1.25498  -1.49516  -0.25057
H  -0.08724  -1.26057  -1.59304
H  2.74976  -1.13186  -0.27556
H  2.27411  -0.84470  1.39050


Record 5
Density functional theory data (ωB97M-V/def2-TZVPD) for a single C4H12N2O molecule in a non-equilibrium geometry.

Properties
Structure (SMILES): NCC[C@@H](N)CO
Energy relative to the best compared isomer or geometry (same formula, charge and spin) in eV: 1.460
Kohn-Sham gap in eV: 9.83
HOMO in eV: -8.89

Element x y z (Å)
N  1.99050  0.08494  -1.77229
C  2.10895  0.42544  -0.37534
C  0.75443  0.92438  0.18807
C  -0.26464  -0.19649  0.36755
N  -0.32869  -0.68309  1.76331
C  -1.65310  0.29626  -0.01061
O  -2.55704  -0.80793  0.01743
H  1.95177  0.92144  -2.32236
H  2.75442  -0.47118  -2.12400
H  2.38123  -0.43960  0.23084
H  2.85090  1.20974  -0.17895
H  0.92539  1.64771  0.98434
H  0.39612  1.59809  -0.61360
H  0.05887  -1.03087  -0.25228
H  -1.29313  -0.72575  2.08858
H  0.00999  -1.63628  1.83624
H  -1.93767  1.06245  0.72410
H  -1.69932  0.76372  -0.99823
H  -3.28880  -0.66166  -0.61744


Question: Which formula does entry 1 have?
Answer: C25H47N3